# 1
Below is C9H7NO as an isolated structure at a distorted geometry, with properties calculated with ωB97M-V/def2-TZVPD.

Calculated values
Highest occupied orbital energy = -8.4 eV
Electronic energy = -476.9103 Ha
Energy above the lowest of the compared OMol25 structures with the same formula, charge and spin = 156.3 kcal per mole
Strongest force on any atom = 0.266 hartree/bohr
HOMO-LUMO gap = 0.3294 Eh

```
! RIJCOSX wB97M-V def2-TZVPD def2/J DEFGRID3
* xyz 0 1
O 3.373 -0.771 0.524
N 0.223 1.947 0.061
C -2.869 -0.264 0.116
C 2.457 -0.871 -0.201
C -0.854 -1.458 -0.129
C -2.233 -1.500 -0.005
C -2.208 0.906 0.125
C 1.359 -0.043 -0.282
C -0.138 -0.377 -0.103
C 1.405 1.372 -0.199
C -0.782 0.927 -0.005
H 2.378 -1.373 -0.959
H -3.048 -2.620 0.012
H 2.127 1.867 -0.199
H -2.817 2.039 0.182
H -0.029 -2.417 0.103
H -3.834 -0.197 0.313
H -0.146 3.076 0.024
*
```

Atom charges from the Löwdin analysis, given in e for atoms 1 to 5:
1. O 0.14
2. N 0.07
3. C -0.17
4. C -0.31
5. C -0.12


# 2
Below is a 13-piece molecular cluster, C62H61Cl8N9O18 overall at a distorted geometry, with properties calculated with ωB97M-V/def2-TZVPD.

Calculated values
Highest occupied orbital energy = -9.9 eV
Electronic energy = -7927.0592 Ha
Energy above the lowest of the compared OMol25 structures with the same formula, charge and spin = 0.0 kcal per mole
Strongest force on any atom = 0.035 hartree/bohr
HOMO-LUMO gap = 0.3194 Eh

```
! RIJCOSX wB97M-V def2-TZVPD def2/J DEFGRID3
* xyz 0 1
Cl 2.520 -2.929 0.510
Cl 4.504 -0.374 -3.554
Cl 4.851 -4.946 -0.927
Cl 1.967 -1.870 -4.998
Cl -1.405 -3.327 6.961
Cl -2.888 -1.690 -5.293
Cl -2.795 1.176 -7.227
Cl -1.364 -2.111 3.637
O 2.500 2.365 1.087
O -5.697 -4.980 -0.547
O -5.647 4.365 -0.724
O -1.799 0.977 -3.341
O 8.472 -3.034 3.474
O 1.712 4.611 3.760
O -4.326 2.337 2.662
O 3.297 3.118 -6.262
O 6.563 -3.921 3.940
O 3.715 3.825 3.899
O -7.110 3.024 0.115
O 3.050 1.066 -0.531
O 1.304 2.713 -6.962
O -3.734 3.870 4.055
O 0.330 -7.158 0.721
O 0.194 -5.271 1.754
O 0.058 -0.086 -3.341
O -4.335 -3.972 -1.872
N -6.299 3.343 -0.735
N 2.506 3.715 3.992
N 3.208 2.074 0.135
N 0.183 -5.950 0.743
N -0.892 0.418 -2.764
N 2.094 3.059 -6.106
N -5.056 -4.008 -0.899
N -4.010 2.724 3.771
N 7.258 -3.023 3.511
C 3.386 -2.650 -1.005
C 0.183 3.311 -4.570
C 4.312 2.954 -0.200
C -5.683 -0.463 1.271
C -1.801 1.166 -0.624
C 1.969 2.422 4.390
C 0.082 -0.372 -0.677
C 0.119 1.055 5.077
C 0.622 2.283 4.695
C 6.697 0.440 2.242
C -0.660 -4.050 -2.914
C 2.418 3.803 -3.789
C -0.892 0.380 -1.308
C -1.432 0.256 -6.597
C 1.545 3.434 -4.801
C 6.575 -1.828 2.997
C 5.269 5.143 -0.030
C -1.936 -4.110 5.430
C -0.737 0.506 1.420
C 2.320 0.100 4.856
C -1.700 -1.222 -6.562
C -5.854 0.923 -4.122
C -1.042 -3.740 4.293
C -4.809 1.743 -3.730
C -6.110 2.440 -1.877
C 5.323 2.525 -1.034
C -4.941 2.535 -2.601
C -3.296 2.049 6.007
C -0.328 3.725 -3.354
C 0.535 4.013 -2.303
C -3.912 1.712 4.824
C 7.316 -0.684 2.758
C 0.012 -5.262 -2.921
C 0.960 -0.069 5.053
C 6.343 4.699 -0.785
C -4.407 0.451 4.560
C 4.790 -3.170 -1.003
C 5.200 -1.865 2.809
C -7.026 0.828 -3.380
C 4.564 -0.727 2.353
C -7.153 1.620 -2.255
C -4.670 -1.604 -0.595
C 1.916 4.064 -2.521
C -0.632 -4.040 -0.522
C 5.330 0.385 2.004
C -1.002 -3.432 -1.710
C -6.034 -1.687 1.830
C 0.317 -5.902 -1.726
C -5.178 -2.790 -0.100
C -3.425 -0.257 6.641
C 6.382 3.394 -1.258
C -0.054 -5.290 -0.542
C 2.826 1.341 4.509
C -5.814 -2.858 1.122
C 2.684 -0.348 -5.604
C -1.715 1.256 0.754
C -4.146 -0.541 5.482
C -3.025 1.042 6.927
C -4.964 -0.444 0.087
C 3.257 0.484 -4.485
C 4.301 4.228 0.343
C 0.086 -0.353 0.706
H -4.512 -1.553 5.364
H -0.422 2.863 -5.346
H 1.882 0.210 -6.083
H 0.198 -5.786 -3.850
H -4.134 3.198 -2.327
H -5.972 0.446 1.780
H 0.448 -1.015 5.166
H 2.994 -0.747 4.823
H 7.177 3.074 -1.918
H -2.989 -3.886 5.289
H 4.742 1.246 1.718
H 5.211 6.161 0.328
H 3.470 -1.577 -1.197
H -0.819 -1.812 -6.311
H -7.825 0.251 -3.822
H 0.181 4.334 -1.330
H -1.388 3.632 -3.158
H 5.331 -2.761 -1.857
H 8.373 -0.698 2.990
H -3.952 1.868 -4.377
H 0.802 -6.867 -1.716
H -0.033 3.146 4.682
H 5.369 1.530 -1.455
H 7.186 1.402 2.175
H 0.866 -0.898 1.221
H 0.011 -3.760 4.560
H -1.153 0.605 -5.604
H -5.042 0.248 3.713
H -0.810 0.338 2.487
H -1.138 -4.473 3.490
H -6.650 -1.721 2.721
H 3.563 4.459 1.101
H 5.362 -2.797 -0.150
H 3.491 -0.714 2.231
H -2.340 1.923 1.332
H 3.694 1.388 -4.909
H -5.783 0.350 -5.039
H -2.067 -1.616 -7.508
H -0.887 -3.490 -3.814
H -1.500 -2.474 -1.731
H -2.436 1.837 -1.189
H -0.541 0.398 -7.214
H 0.844 -0.904 -1.227
H -0.939 0.899 5.244
H 7.119 5.382 -1.110
H -1.874 -5.182 5.615
H -0.782 -3.548 0.431
H 3.467 4.013 -3.959
H -6.180 -3.808 1.483
H 3.466 -0.628 -6.304
H -2.426 1.234 7.807
H -4.629 0.534 -0.238
H 2.499 0.797 -3.768
H 3.864 1.429 4.224
H -8.070 1.577 -1.681
H 2.578 4.284 -1.695
H -3.020 3.066 6.248
H 2.795 -3.061 -1.822
H 4.657 -2.781 3.002
H -4.118 -1.636 -1.526
H -3.402 -1.005 7.425
*
```

Atom charges from the Löwdin analysis, given in e for atoms 1 to 5:
1. Cl 0.66
2. Cl 0.61
3. Cl 0.56
4. Cl 0.57
5. Cl 0.55


# 3
Below is a single C6H8N2S molecule at a distorted geometry, with properties calculated with ωB97M-V/def2-TZVPD.

Calculated values
SMILES string = C[C@]1(n2cccn2)CS1
Highest occupied orbital energy = -8.8 eV
Electronic energy = -741.0473 Ha
Energy above the lowest of the compared OMol25 structures with the same formula, charge and spin = 48.8 kcal per mole
Strongest force on any atom = 0.096 hartree/bohr
HOMO-LUMO gap = 0.3507 Eh

```
! RIJCOSX wB97M-V def2-TZVPD def2/J DEFGRID3
* xyz 0 1
S 2.115 1.021 0.106
N -0.403 0.161 0.105
N -1.394 -0.626 0.443
C 1.709 0.076 -1.303
C 0.916 -0.387 -0.011
C 1.242 -1.708 0.566
C -0.765 1.404 -0.080
C -2.447 0.139 0.610
C -2.099 1.489 0.365
H 2.339 -0.647 -1.771
H -0.040 2.027 -0.568
H -3.458 -0.197 0.946
H -2.740 2.286 0.508
H 2.002 -2.110 -0.034
H 0.263 -2.115 0.565
H 1.121 0.656 -1.994
H 1.640 -1.467 1.546
*
```

Atom charges from the Löwdin analysis, given in e for atoms 1 to 5:
1. S 0.88
2. N -0.19
3. N 0.06
4. C -0.40
5. C -0.61


# 4
Below is C18H19F5MgN4O4S2 as an isolated structure, with properties calculated with ωB97M-V/def2-TZVPD.

Calculated values
Highest occupied orbital energy = -7.5 eV
Electronic energy = -2713.2580 Ha
Energy above the lowest of the compared OMol25 structures with the same formula, charge and spin = 34.7 kcal per mole
Strongest force on any atom = 0.015 hartree/bohr
HOMO-LUMO gap = 0.2787 Eh

```
! RIJCOSX wB97M-V def2-TZVPD def2/J DEFGRID3
* xyz 0 1
S 1.151 -1.121 -2.142
S 1.308 3.040 0.768
Mg -0.264 -0.260 0.032
F 4.097 4.123 0.864
F 1.775 -0.002 0.477
F 6.453 0.107 0.367
F 6.401 2.808 0.673
F 4.082 -1.256 0.270
O -1.757 -1.177 0.771
O -3.387 2.227 5.126
O -4.468 1.114 3.529
O -3.710 -0.269 1.384
N -1.810 -0.850 -1.853
N -0.905 1.552 4.094
N -0.497 1.485 -1.178
N -0.328 0.412 2.320
C -1.704 0.439 2.427
C 4.048 2.799 0.718
C 2.909 0.781 0.521
C -2.125 0.330 -2.656
C -2.484 -0.384 1.472
C 0.657 1.717 -2.071
C 5.289 0.755 0.465
C -1.821 1.582 -1.827
C -3.377 1.548 4.129
C 0.129 1.089 3.355
C 1.544 1.305 3.752
C -2.081 1.155 3.524
C 4.095 0.075 0.413
C 2.796 2.158 0.664
C 5.252 2.132 0.621
C -0.061 -2.008 -3.172
C 1.128 0.534 -2.927
C -1.467 -2.071 -2.565
H -1.522 0.322 -3.565
H 0.330 -3.014 -3.313
H -2.571 1.674 -1.038
H 0.444 2.547 -2.753
H -2.571 -1.050 -1.212
H -1.879 2.473 -2.457
H 0.541 0.430 -3.836
H -2.178 -2.316 -3.363
H -3.171 0.355 -2.972
H 1.698 0.958 4.776
H -1.502 -2.879 -1.834
H 2.153 0.739 -3.233
H 2.204 0.750 3.093
H 1.803 2.361 3.691
H -0.863 2.107 4.936
H 1.470 2.047 -1.425
H -0.403 2.209 -0.457
H -4.259 0.542 2.736
H -0.056 -1.525 -4.148
*
```

Atom charges from the Löwdin analysis, given in e for atoms 1 to 5:
1. S 0.94
2. S 0.66
3. Mg 0.70
4. F 0.08
5. F -0.05


Copy entry 1 word for word.
Below is C9H7NO as an isolated structure at a distorted geometry, with properties calculated with ωB97M-V/def2-TZVPD.

Calculated values
Highest occupied orbital energy = -8.4 eV
Electronic energy = -476.9103 Ha
Energy above the lowest of the compared OMol25 structures with the same formula, charge and spin = 156.3 kcal per mole
Strongest force on any atom = 0.266 hartree/bohr
HOMO-LUMO gap = 0.3294 Eh

```
! RIJCOSX wB97M-V def2-TZVPD def2/J DEFGRID3
* xyz 0 1
O 3.373 -0.771 0.524
N 0.223 1.947 0.061
C -2.869 -0.264 0.116
C 2.457 -0.871 -0.201
C -0.854 -1.458 -0.129
C -2.233 -1.500 -0.005
C -2.208 0.906 0.125
C 1.359 -0.043 -0.282
C -0.138 -0.377 -0.103
C 1.405 1.372 -0.199
C -0.782 0.927 -0.005
H 2.378 -1.373 -0.959
H -3.048 -2.620 0.012
H 2.127 1.867 -0.199
H -2.817 2.039 0.182
H -0.029 -2.417 0.103
H -3.834 -0.197 0.313
H -0.146 3.076 0.024
*
```

Atom charges from the Löwdin analysis, given in e for atoms 1 to 5:
1. O 0.14
2. N 0.07
3. C -0.17
4. C -0.31
5. C -0.12


Q: energy above the lowest of the compared OMol25 structures with the same formula, charge and spin of number 2 (C62H61Cl8N9O18)?
A: 0.0 kcal per mole


Q: Among the records above, which one has the lowest electronic energy?
A: C62H61Cl8N9O18